# 1
ORCA calculation (the ωB97M-V functional and the def2-TZVPD basis) on a molecular structure, C33H37BNO8P2SeV in a non-equilibrium geometry.

```
84
C33H37BNO8P2SeV the ωB97M-V functional and the def2-TZVPD basis
V 14.43 12.73 9.25
O 13.55 11.06 9.88
P 12.09 10.64 9.73
C 11.24 11.80 8.60
P 11.24 13.53 9.18
O 12.58 13.86 9.84
C 9.85 13.73 10.27
C 8.56 13.47 9.87
C 7.49 13.79 10.70
C 7.76 14.30 11.96
C 9.09 14.49 12.39
C 10.17 14.26 11.52
C 11.12 14.62 7.75
C 10.75 14.19 6.51
C 10.75 15.03 5.36
C 11.11 16.38 5.53
C 11.70 16.73 6.76
C 11.66 15.87 7.88
C 11.27 10.69 11.38
C 11.96 10.93 12.56
C 11.34 10.87 13.78
C 9.92 10.75 13.93
C 9.20 10.71 12.73
C 9.83 10.67 11.50
C 11.98 9.04 8.94
C 12.60 8.86 7.70
C 12.57 7.64 7.01
C 11.93 6.56 7.55
C 11.39 6.69 8.84
C 11.37 7.92 9.49
H 10.21 11.47 8.59
H 11.59 11.67 7.59
H 8.40 13.04 8.92
H 6.49 13.76 10.29
H 6.92 14.66 12.55
H 9.36 14.88 13.36
H 11.20 14.56 11.70
H 10.44 13.18 6.34
H 10.26 14.76 4.46
H 11.06 17.11 4.71
H 12.12 17.71 6.97
H 12.11 16.32 8.82
H 13.06 10.97 12.57
H 11.99 10.95 14.60
H 9.39 10.79 14.89
H 8.12 10.45 12.72
H 9.27 10.59 10.59
H 13.21 9.71 7.32
H 13.04 7.59 6.02
H 11.88 5.61 7.09
H 10.80 5.87 9.22
H 10.76 7.95 10.42
C 20.40 11.52 6.03
C 19.09 10.87 6.50
C 18.77 9.75 5.52
O 18.02 11.86 6.47
B 17.40 11.66 7.65
O 17.88 10.80 8.60
C 19.17 10.42 8.02
C 20.19 11.22 8.77
C 19.40 8.94 8.23
H 20.22 11.76 4.95
H 21.23 10.86 6.09
H 20.59 12.38 6.65
H 18.67 10.11 4.49
H 17.82 9.31 5.77
H 19.56 8.97 5.53
H 20.12 12.29 8.64
H 21.15 10.88 8.44
H 19.99 10.97 9.85
H 18.56 8.39 7.78
H 19.37 8.68 9.29
H 20.30 8.63 7.66
C 16.55 13.06 13.43
C 15.80 13.06 12.14
N 15.36 13.09 11.10
H 17.05 13.98 13.49
H 17.30 12.23 13.36
H 15.87 12.85 14.30
O 15.02 14.54 8.12
Se 15.12 13.36 6.98
O 13.88 12.32 7.26
O 16.26 12.40 8.03
O 15.35 13.65 5.43
```

Output
Highest occupied orbital energy (alpha / beta), eV: -9.518 / -8.944
<S²>: 0.7547
Charge: +1
Gap between HOMO and LUMO (alpha / beta), eV: 7.40 / 6.83
Total energy, Eh: -5989.30289
E_LUMO (alpha / beta), eV: -2.12 / -2.11
Energy relative to the best compared isomer or geometry (same formula, charge and spin), kcal/mol: 21.5
2S+1: 2

Want to see where the charge sits? The Mulliken charges in e are:
1 V 1.85
2 O -0.47
3 P 1.29
4 C -1.79
5 P 1.11
6 O -0.85
7 C 0.50
8 C -0.54
9 C -0.68
10 C -0.55
11 C -0.74
12 C -0.57
13 C 0.67
14 C -0.04
15 C -0.95
16 C -0.59
17 C -0.52
18 C -0.38
19 C 0.45
20 C -0.60
21 C -0.57
22 C -0.70
23 C -0.54
24 C -0.25
25 C 0.17
26 C -0.50
27 C -0.68
28 C -0.46
29 C -0.74
30 C -0.25
31 H 1.06
32 H 0.91
33 H 0.54
34 H 0.46
35 H 0.43
36 H 0.46
37 H 0.47
38 H 0.38
39 H 0.46
40 H 0.38
41 H 0.40
42 H 0.23
43 H 0.35
44 H 0.49
45 H 0.40
46 H 0.39
47 H 0.44
48 H 0.23
49 H 0.39
50 H 0.45
51 H 0.37
52 H 0.27
53 C -1.72
54 C 1.34
55 C -1.86
56 O -0.56
57 B 0.70
58 O -0.47
59 C 1.63
60 C -2.13
61 C -1.75
62 H 0.42
63 H 0.37
64 H 0.39
65 H 0.47
66 H 0.39
67 H 0.34
68 H 0.36
69 H 0.40
70 H 0.52
71 H 0.37
72 H 0.44
73 H 0.32
74 C -1.02
75 C 0.55
76 N -0.60
77 H 0.33
78 H 0.29
79 H 0.30
80 O -0.62
81 Se 1.17
82 O -0.58
83 O -0.19
84 O -0.65

# 2
ORCA calculation (the ωB97M-V functional and the def2-TZVPD basis) on a molecular structure, C33H37MoO5 in a non-equilibrium geometry.

```
76
C33H37MoO5 the ωB97M-V functional and the def2-TZVPD basis
C 1.88 1.46 -4.02
C 2.45 1.93 -2.63
C 1.27 0.05 -3.81
C 1.98 -0.53 -2.59
H 1.39 -0.53 -4.72
H 0.20 0.16 -3.60
C 2.27 0.71 -1.70
H 1.87 2.80 -2.31
H 3.52 2.20 -2.70
C 0.96 0.77 -0.90
H 3.10 0.56 -0.98
H 2.91 -1.02 -2.91
C 1.10 -1.42 -1.68
C 0.84 2.39 -4.62
C 2.84 1.49 -5.22
O 2.97 0.51 -5.94
O 0.31 3.34 -4.07
O 0.63 2.03 -5.90
O 3.47 2.64 -5.55
C 3.30 3.96 -4.97
H 3.28 3.94 -3.87
H 2.40 4.44 -5.38
H 4.18 4.49 -5.33
C -0.41 2.79 -6.53
H -1.36 2.63 -6.00
H -0.45 2.39 -7.54
H -0.17 3.86 -6.54
O 0.36 -0.53 -0.85
H 0.21 1.44 -1.34
H 1.13 1.13 0.14
C 1.99 -2.31 -0.79
C 0.07 -2.23 -2.48
H 0.53 -2.62 -3.40
H -0.78 -1.57 -2.74
H -0.31 -3.04 -1.85
H 1.38 -2.84 -0.03
H 2.75 -1.71 -0.25
H 2.49 -3.05 -1.42
Mo -1.63 0.62 3.04
C 0.18 0.53 4.74
C 1.15 0.30 3.72
C 1.12 1.38 2.80
H 1.86 -0.52 3.69
C 0.09 2.30 3.22
C -0.43 1.82 4.49
H -1.07 2.39 5.17
H 0.01 -0.07 5.63
H 1.82 1.55 1.98
H -0.10 3.28 2.79
C -3.48 0.13 1.88
C -3.76 1.24 2.75
C -2.89 2.32 2.38
H -4.56 1.29 3.47
C -2.07 1.88 1.28
C -2.43 0.52 0.97
H -2.00 -0.09 0.17
H -4.01 -0.81 1.86
H -2.92 3.32 2.80
H -1.35 2.48 0.72
C -3.37 -4.26 5.54
C -3.76 -2.91 5.45
C -3.05 -2.02 4.66
C -1.95 -2.46 3.87
C -1.21 -1.61 3.02
C -0.17 -2.10 2.24
C 0.23 -3.46 2.36
C -0.45 -4.31 3.20
C -1.56 -3.86 3.96
C -2.28 -4.72 4.81
H -3.92 -4.94 6.19
H -4.63 -2.55 6.01
H -3.32 -0.97 4.62
H 0.34 -1.43 1.56
H 1.08 -3.82 1.78
H -0.14 -5.35 3.30
H -1.96 -5.77 4.88
```

Output
Highest occupied orbital energy (alpha / beta), eV: -1.347 / -2.507
<S²>: 2.0221
Charge: -1
Gap between HOMO and LUMO (alpha / beta), eV: 3.47 / 4.63
Total energy, Eh: -1723.99745
E_LUMO (alpha / beta), eV: 2.12 / 2.12
2S+1: 3

Want to see where the charge sits? The Mulliken charges in e are:
1 C 2.70
2 C -1.95
3 C -2.15
4 C 0.06
5 H 0.56
6 H 0.36
7 C 0.21
8 H 0.38
9 H 0.52
10 C -0.26
11 H 0.64
12 H 0.60
13 C 1.44
14 C -0.46
15 C 0.62
16 O -0.61
17 O -0.61
18 O -0.23
19 O -0.37
20 C -0.47
21 H 0.25
22 H 0.15
23 H 0.31
24 C -0.78
25 H 0.31
26 H 0.26
27 H 0.31
28 O -0.21
29 H 0.31
30 H -0.64
31 C -1.47
32 C -1.86
33 H 0.32
34 H 0.33
35 H 0.47
36 H -0.01
37 H 0.35
38 H 0.50
39 Mo -0.74
40 C -0.95
41 C -0.63
42 C -0.06
43 H 0.43
44 C -0.90
45 C -0.74
46 H 0.45
47 H 0.50
48 H 0.84
49 H 0.53
50 C -1.18
51 C 0.21
52 C -1.43
53 H 0.44
54 C -0.11
55 C 0.13
56 H 0.38
57 H 0.41
58 H 0.43
59 H 0.46
60 C -0.50
61 C -0.75
62 C -0.07
63 C 0.94
64 C -0.18
65 C 0.48
66 C -0.91
67 C -1.23
68 C 1.09
69 C -0.79
70 H 0.35
71 H 0.37
72 H 0.32
73 H 0.40
74 H 0.52
75 H 0.28
76 H 0.32

# 3
ORCA calculation (the ωB97M-V functional and the def2-TZVPD basis) on a molecular structure, C33H38BrClGeN4OSeTl.

```
81
C33H38BrClGeN4OSeTl the ωB97M-V functional and the def2-TZVPD basis
Tl 0.79 0.03 -1.04
Br 0.25 -7.68 0.32
C 0.55 -5.81 0.28
C 1.48 -5.24 1.16
C 1.70 -3.89 1.16
C 0.98 -3.01 0.30
O 1.20 -1.74 0.38
C 0.05 -3.61 -0.60
C -0.79 -2.90 -1.51
N -0.90 -1.62 -1.68
C -1.93 -1.14 -2.51
C -3.15 -1.75 -2.65
C -4.13 -1.24 -3.53
C -3.91 -0.11 -4.25
C -2.68 0.58 -4.10
C -2.37 1.77 -4.80
C -1.17 2.38 -4.62
C -0.27 1.83 -3.69
N -0.54 0.73 -3.01
C -1.71 0.08 -3.21
C -0.14 -5.02 -0.58
H 2.04 -5.88 1.83
H 2.42 -3.44 1.82
H -1.43 -3.54 -2.12
H -3.38 -2.64 -2.07
H -5.07 -1.77 -3.62
H -4.65 0.27 -4.94
H -3.10 2.17 -5.49
H -0.90 3.28 -5.16
H 0.69 2.30 -3.49
H -0.85 -5.46 -1.27
Cl 3.21 2.88 -2.55
C 4.07 1.94 -1.35
C 5.03 2.59 -0.59
C 5.73 1.88 0.37
C 5.47 0.53 0.56
C 4.51 -0.10 -0.21
C 3.79 0.59 -1.19
C 2.75 -0.10 -1.99
H 5.23 3.64 -0.77
H 6.49 2.38 0.96
H 6.01 -0.03 1.31
H 4.29 -1.16 -0.06
H 2.87 -1.18 -2.03
H 2.59 0.32 -2.98
C -0.57 5.85 -0.50
C 0.13 4.58 -0.13
C 0.98 4.27 0.90
C 1.28 2.90 0.76
N 0.66 2.41 -0.31
N -0.05 3.44 -0.83
C 2.13 2.03 1.63
H -0.10 6.69 0.01
H -1.62 5.82 -0.21
H -0.51 6.03 -1.57
H 1.34 4.94 1.66
H -0.59 3.30 -1.66
H 3.07 2.52 1.86
H 2.35 1.07 1.16
H 1.62 1.83 2.58
C -3.76 -0.89 3.47
Ge -1.98 -1.66 3.67
C -1.89 -3.44 2.89
C -1.49 -1.67 5.55
C -0.64 -0.60 2.67
Se -1.33 0.05 0.96
C -1.90 1.79 1.60
H -4.50 -1.64 3.73
H -3.95 -0.56 2.45
H -3.88 -0.05 4.15
H -2.74 -4.05 3.19
H -0.98 -3.95 3.21
H -1.88 -3.38 1.79
H -2.24 -2.24 6.11
H -1.47 -0.66 5.95
H -0.52 -2.14 5.71
H 0.20 -1.24 2.41
H -0.26 0.26 3.21
H -2.52 1.64 2.48
H -2.48 2.27 0.82
H -1.03 2.39 1.84
```

Output
Highest occupied orbital energy, eV: -9.939
Charge: +1
Gap between HOMO and LUMO, eV: 6.70
Total energy, Eh: -9259.40737
E_LUMO, eV: -3.24
2S+1: 1

Want to see where the charge sits? The Mulliken charges in e are:
1 Tl 2.12
2 Br -0.18
3 C -0.40
4 C -0.40
5 C -0.92
6 C 0.47
7 O -0.56
8 C 0.47
9 C -0.46
10 N 0.16
11 C -0.35
12 C -0.18
13 C -1.02
14 C -0.91
15 C 1.18
16 C -0.62
17 C -0.91
18 C -0.10
19 N -0.08
20 C 0.01
21 C -1.00
22 H 0.46
23 H 0.45
24 H 0.63
25 H 0.67
26 H 0.43
27 H 0.42
28 H 0.45
29 H 0.47
30 H 0.27
31 H 0.49
32 Cl -0.22
33 C 0.99
34 C -0.58
35 C -0.53
36 C -0.80
37 C -0.25
38 C -0.12
39 C -1.96
40 H 0.46
41 H 0.41
42 H 0.43
43 H 0.43
44 H 0.61
45 H 0.70
46 C -1.43
47 C 0.66
48 C -0.95
49 C 0.08
50 N 0.45
51 N 0.04
52 C -0.81
53 H 0.38
54 H 0.28
55 H 0.36
56 H 0.51
57 H 0.01
58 H 0.38
59 H -0.09
60 H 0.19
61 C -1.24
62 Ge 0.67
63 C -1.06
64 C -1.22
65 C -1.03
66 Se 0.22
67 C -0.95
68 H 0.43
69 H 0.36
70 H 0.33
71 H 0.46
72 H 0.32
73 H 0.19
74 H 0.39
75 H 0.37
76 H 0.37
77 H 0.24
78 H 0.58
79 H 0.40
80 H 0.40
81 H 0.13